(1)
Entry from the OMol25 dataset: a single C4H9NS molecule at a distorted geometry (ωB97M-V/def2-TZVPD).

The calculation puts the relative energy (zero: lowest compared OMol25 entry of this formula, charge and spin) at 1.852 eV. Its SMILES is NCC[C@@H]1CS1. The calculation puts the LUMO energy at 0.0358 hartree. Its spin multiplicity is 1. The max |F| comes out at 3.39 eV Å⁻¹. As for the electronic energy: -610.6856 hartree. As for the frontier orbital gap: 9.66 eV.

Each line ends with the natural charge from an NBO analysis.
Element x y z (Å)
N (-3.00324, -0.30396, -0.18652)  -0.83
C (-1.53905, -0.28387, -0.03713)  -0.22
C (-0.61277, 0.90429, 0.11386)  -0.43
C (0.72648, 0.48583, 0.58601)  -0.37
C (1.81898, 0.88389, -0.35419)  -0.46
S (1.54079, -0.89699, -0.02864)  0.15
H (-3.39678, 0.51550, -0.76560)  0.35
H (-3.42761, -0.19633, 0.77028)  0.35
H (-1.41489, -0.94550, 0.80644)  0.18
H (-1.13399, -0.86788, -0.87820)  0.19
H (-0.56011, 1.35652, -0.88700)  0.20
H (-1.19001, 1.62775, 0.72284)  0.21
H (0.75784, 0.52913, 1.62850)  0.23
H (2.72063, 1.45121, -0.05600)  0.22
H (1.65309, 1.06838, -1.42866)  0.23

---

(2)
Entry from the OMol25 dataset: a molecular structure, C26H28AsF3N4O4ReS2 at a distorted geometry (ωB97M-V/def2-TZVPD).

The calculation puts the relative energy (zero: lowest compared OMol25 entry of this formula, charge and spin) at 2.625 eV. The calculation puts the LUMO energy (spin up / spin down) at -0.0925 / -0.0757 hartree. Its spin multiplicity is 2. The max |F| comes out at 3.19 eV Å⁻¹. As for the electronic energy: -4937.5972 hartree. As for the frontier orbital gap (spin up / spin down): 5.28 / 5.74 eV.

Each line ends with the natural charge from an NBO analysis.
Element x y z (Å)
Re (-0.07900, 0.33220, -0.26860)  1.37
O (-2.80120, -2.78470, -0.66600)  -0.64
C (-2.13720, -1.79220, -0.39290)  0.76
O (-0.93430, -1.60840, -0.78940)  -0.63
C (-2.74760, -0.64300, 0.38920)  0.09
C (-4.04360, -0.62860, 0.87440)  -0.18
C (-4.51990, 0.52470, 1.48650)  -0.17
C (-3.68700, 1.63310, 1.57610)  -0.18
C (-2.39770, 1.54420, 1.07090)  0.10
N (-1.94010, 0.42220, 0.50440)  -0.44
C (-1.40110, 2.70460, 0.99480)  0.75
O (-1.71750, 3.80960, 1.37910)  -0.59
O (-0.27920, 2.39650, 0.44650)  -0.65
H (-4.64170, -1.51670, 0.75140)  0.25
H (-5.52710, 0.55920, 1.87160)  0.23
H (-4.01480, 2.55530, 2.02950)  0.26
C (-3.37070, 2.62990, -2.35580)  -0.61
C (-2.08610, 2.80370, -3.16310)  -0.68
As (-0.59950, 1.64790, -2.49150)  0.99
C (0.90660, 2.93430, -2.49500)  -0.68
C (1.52630, 3.21670, -3.85700)  -0.62
C (-0.34170, 0.51150, -4.08810)  -0.70
C (-1.51580, -0.45910, -4.17830)  -0.61
H (-4.17950, 3.22260, -2.78220)  0.22
H (-3.21900, 2.95140, -1.32370)  0.21
H (-3.68360, 1.58400, -2.34280)  0.20
H (-1.75680, 3.84470, -3.10850)  0.23
H (-2.26760, 2.55820, -4.21440)  0.22
H (1.66800, 2.54670, -1.80750)  0.23
H (0.52530, 3.85900, -2.04510)  0.23
H (2.00470, 2.31840, -4.24920)  0.22
H (2.28310, 3.99720, -3.77570)  0.22
H (0.76710, 3.54870, -4.56700)  0.20
H (0.58780, -0.05440, -3.97730)  0.26
H (-0.26550, 1.11890, -4.99490)  0.22
H (-1.53250, -1.10320, -3.29860)  0.22
H (-1.43040, -1.09330, -5.05780)  0.22
H (-2.46790, 0.07320, -4.22640)  0.19
F (6.78200, -0.77630, 6.16100)  -0.33
C (6.85460, -0.31540, 4.89620)  0.97
F (7.29010, 0.95580, 5.00230)  -0.33
F (7.84270, -0.99980, 4.30670)  -0.32
C (5.54120, -0.39960, 4.17680)  -0.16
C (4.46600, 0.30130, 4.71520)  -0.17
C (3.24640, 0.28250, 4.07380)  -0.20
C (3.09480, -0.43440, 2.88260)  -0.06
C (4.18180, -1.14200, 2.35290)  -0.20
C (5.40100, -1.12450, 2.99860)  -0.17
C (1.90080, -0.36910, 2.13780)  0.05
C (0.94730, -0.24050, 1.39090)  -0.36
H (4.60330, 0.86170, 5.62840)  0.23
H (2.41200, 0.83750, 4.47290)  0.23
H (4.05630, -1.68460, 1.42760)  0.23
H (6.24500, -1.66070, 2.59060)  0.23
S (3.87470, -0.27700, -2.71710)  0.05
C (2.58980, -0.09550, -1.82330)  0.21
N (1.62730, 0.09100, -1.16250)  -0.62
S (0.96150, -2.84550, -2.98070)  -0.30
C (-0.41830, -3.63190, -3.47370)  0.30
N (-1.36910, -4.14810, -2.68840)  -0.60
C (-2.45940, -4.70530, -3.46730)  -0.22
C (-1.95000, -4.61380, -4.91770)  -0.23
N (-0.72250, -3.85830, -4.77010)  -0.61
H (-1.57610, -3.79660, -1.75330)  0.45
H (-3.37370, -4.12880, -3.30620)  0.20
H (-2.64410, -5.73730, -3.15780)  0.20
H (-2.64860, -4.08230, -5.56950)  0.19
H (-1.75920, -5.60050, -5.34670)  0.19
H (-0.02830, -3.80150, -5.49400)  0.42

---

(3)
Entry from the OMol25 dataset: 2 unconnected molecules or ions with the total composition C4H11NOS at a distorted geometry (ωB97M-V/def2-TZVPD).

The calculation puts the relative energy (zero: lowest compared OMol25 entry of this formula, charge and spin) at 6.026 eV. Its SMILES is CC=S(=O)=CC.N. The calculation puts the LUMO energy (spin up / spin down) at -0.0270 / -0.0271 hartree. Its spin multiplicity is 1. The max |F| comes out at 5.39 eV Å⁻¹. As for the electronic energy: -686.9879 hartree. As for the frontier orbital gap (spin up / spin down): 7.43 / 7.51 eV.

Each line ends with the natural charge from an NBO analysis.
Element x y z (Å)
C (-0.06312, 1.38062, -2.28994)  -0.66
C (-0.38040, 1.42367, -0.81478)  -0.42
S (-1.35462, 0.26181, 0.01940)  1.35
O (-0.88326, -1.09805, -0.31945)  -0.97
C (-1.43424, 0.43886, 1.79719)  -0.38
C (-1.75168, -0.91042, 2.29621)  -0.70
H (0.86235, 1.75753, -2.39034)  0.23
H (0.02622, 0.32256, -2.51150)  0.23
H (-0.74237, 1.79347, -2.95800)  0.22
H (-0.85799, 2.35003, -0.38449)  0.18
H (-1.97377, 1.39863, 1.88252)  0.21
H (-2.74815, -0.94385, 2.75407)  0.23
H (-1.51145, -1.70388, 1.70019)  0.26
H (-1.22886, -1.02287, 3.27328)  0.24
N (3.09785, -1.39522, -0.58475)  -1.07
H (2.63327, -2.12634, -0.03643)  0.36
H (2.39423, -0.69884, -0.83199)  0.36
H (3.38936, -1.80894, -1.45724)  0.35

---

Q: Which value of max |F| does entry 3 give?
A: 5.39 eV Å⁻¹

---

Q: Look up the spin multiplicity of the third one.
A: 1

---

Q: What is the max |F| in the first record?
A: 3.39 eV Å⁻¹